ORCA calculation (ωB97M-V/def2-TZVPD) on a molecular structure, C37H31ClIIrN4O2PS.

Kohn-Sham gap, eV: 7.060
Total charge: +1
E, Eh: -3399.68198
Highest occupied orbital energy, eV: -10.539
E_LUMO, eV: -3.4792

Structure (XYZ):
```
79
Properties=species:S:1:pos:R:3:forces:R:3:lowdin_charge:R:1
Ir 0.6807 0.9105 -0.4271 0.19 0.76 0.98 0.81
C 1.3096 -0.7327 3.8863 -0.01 -0.03 0.02 0.00
C -0.0536 -0.1876 3.5974 -0.03 -0.02 0.04 -0.24
N -0.9695 -0.2545 4.5294 0.01 0.01 -0.01 0.14
C -2.1979 0.2550 4.3039 0.00 0.02 0.00 -0.08
C -2.5476 0.8946 3.1478 0.00 -0.03 0.02 -0.15
C -3.9375 1.4579 2.9901 0.03 -0.01 0.03 -0.19
O -4.6098 0.9638 1.8345 -0.03 -0.05 -0.03 -0.06
C -1.5795 0.9739 2.1094 0.02 -0.01 -0.04 -0.07
C -1.9577 1.6189 0.8854 0.02 0.00 -0.02 -0.04
N -1.2974 1.6240 -0.2233 -0.05 -0.03 0.01 -0.09
C -1.9893 2.2008 -1.3441 0.07 -0.04 0.00 -0.34
C -3.3502 1.9654 -1.5218 0.02 -0.02 0.01 -0.04
C -4.0243 2.5231 -2.5953 0.01 0.01 -0.04 -0.05
C -3.3501 3.3114 -3.5151 -0.03 -0.02 0.02 -0.06
C -1.9911 3.5422 -3.3608 0.06 0.00 0.02 -0.13
C -1.3260 2.9826 -2.2838 -0.11 -0.03 0.09 -0.61
I 0.7115 3.3172 -2.0072 -0.02 -0.23 -0.35 1.18
C -0.3223 0.4016 2.3185 0.00 0.07 -0.06 -0.26
O 0.6878 0.4005 1.4792 0.10 -0.50 -0.04 -0.25
H 1.3579 -1.0243 4.9318 0.00 0.01 0.01 0.09
H 2.0792 0.0101 3.6708 0.01 0.01 0.00 0.09
H 1.5211 -1.6006 3.2597 -0.07 0.08 0.13 0.05
H -2.9122 0.1450 5.1116 0.00 0.00 0.00 0.12
H -3.9143 2.5432 2.8751 0.01 0.00 -0.02 0.13
H -4.5095 1.2470 3.8963 0.00 0.01 0.00 0.12
H -4.6720 0.0052 1.9064 -0.01 -0.04 0.01 0.09
H -2.9131 2.1285 0.8915 -0.01 -0.01 -0.01 0.12
H -3.8763 1.3222 -0.8262 0.00 0.01 0.00 0.11
H -5.0802 2.3253 -2.7196 0.00 0.00 0.00 0.12
H -3.8742 3.7416 -4.3573 0.00 0.00 0.00 0.12
H -1.4543 4.1532 -4.0734 0.00 0.00 0.00 0.10
Cl -2.1602 -0.7866 -3.3118 0.06 0.06 0.00 0.79
C -2.4967 -1.4269 -1.7380 0.05 -0.03 0.04 -0.63
C -3.8162 -1.7717 -1.4810 0.00 -0.04 0.02 -0.10
C -4.1689 -2.2986 -0.2499 -0.06 0.04 0.01 -0.06
C -3.2078 -2.4494 0.7382 0.01 0.07 0.02 -0.06
C -1.8947 -2.0995 0.4737 -0.03 0.04 0.03 -0.09
C -1.4987 -1.6068 -0.7751 -0.05 0.01 -0.10 -0.33
P 0.2837 -1.2167 -0.9677 -0.26 0.16 -0.36 0.93
C 0.8971 -1.5373 -2.6469 0.03 -0.06 0.03 -0.38
C 1.2865 -2.8085 -3.0618 0.00 -0.01 -0.05 -0.06
C 1.7920 -3.0002 -4.3397 -0.01 -0.01 0.02 -0.06
C 1.9314 -1.9265 -5.2041 0.01 0.01 0.00 -0.06
C 1.5633 -0.6528 -4.7910 0.00 -0.03 -0.01 -0.06
C 1.0497 -0.4622 -3.5219 -0.05 0.00 -0.03 -0.19
C 1.0189 -2.5192 0.0700 0.01 0.01 0.02 -0.34
C 2.0426 -2.2970 0.9833 0.06 0.03 -0.22 -0.11
C 2.5938 -3.3607 1.6869 0.02 -0.04 -0.03 -0.06
C 2.1275 -4.6491 1.4913 0.00 0.02 0.02 -0.05
C 1.0908 -4.8796 0.5951 -0.01 0.02 -0.01 -0.05
C 0.5363 -3.8235 -0.1042 0.02 -0.02 -0.01 -0.12
H -4.5531 -1.6409 -2.2613 0.00 0.00 0.00 0.11
H -5.1953 -2.5931 -0.0697 0.02 0.02 0.00 0.12
H -3.4683 -2.8535 1.7076 0.00 -0.01 0.00 0.12
H -1.1517 -2.2467 1.2462 -0.02 0.03 0.02 0.11
H 1.2196 -3.6556 -2.3962 0.01 0.01 -0.02 0.09
H 2.0891 -3.9925 -4.6513 0.00 0.00 0.00 0.11
H 2.3363 -2.0786 -6.1958 0.00 0.00 0.00 0.11
H 1.6786 0.1923 -5.4566 0.00 0.00 0.00 0.11
H 0.7508 0.5342 -3.2201 0.01 -0.04 -0.01 0.02
H 2.4077 -1.2983 1.1568 0.05 0.09 -0.09 0.06
H 3.3896 -3.1720 2.3952 0.01 0.00 0.00 0.12
H 2.5607 -5.4735 2.0420 0.00 0.00 0.00 0.11
H 0.7096 -5.8809 0.4458 0.00 0.00 0.00 0.11
H -0.2852 -4.0179 -0.7830 -0.01 0.00 0.02 0.12
C 6.5155 3.4658 1.2016 0.00 0.01 0.01 -0.02
C 5.0592 3.1562 1.0692 0.00 0.00 0.00 -0.31
C 4.0797 3.8936 1.7410 0.01 -0.04 0.00 -0.01
C 2.7654 3.5450 1.5254 -0.11 0.02 0.02 -0.11
N 2.4236 2.5359 0.7203 -0.17 0.10 -0.20 -0.05
C 3.4336 1.8810 0.1363 0.11 -0.18 -0.09 -0.80
S 2.9448 0.5550 -0.8890 0.15 -0.27 0.14 0.62
N 4.7273 2.1466 0.2655 -0.07 0.09 0.08 0.11
H 6.7136 4.1179 2.0496 0.00 0.00 0.00 0.08
H 6.8636 3.9612 0.2934 0.00 0.00 0.00 0.09
H 7.0821 2.5422 1.3046 0.00 0.00 0.00 0.09
H 4.3428 4.7056 2.4028 0.00 0.00 0.00 0.11
H 1.9520 4.0790 2.0045 0.01 0.00 -0.01 0.12
```
Positions in Å, forces in eV/Å.

=====

ORCA calculation (ωB97M-V/def2-TZVPD) on a molecular structure, C37H32AsBrINO2PRu.

Kohn-Sham gap (alpha / beta), eV: 6.094 / 2.793
Total charge: +3
E, Eh: -7177.10523
⟨S²⟩: 6.04
Highest occupied orbital energy (alpha / beta), eV: -15.189 / -15.199
Multiplicity: 5
E_LUMO (alpha / beta), eV: -9.0949 / -12.4066

Structure (XYZ):
```
77
Properties=species:S:1:pos:R:3:forces:R:3:lowdin_spin:R:1
Ru -0.1407 -0.2729 -0.2704 0.72 -0.01 -0.75 2.38
I 1.9962 -1.7610 0.0338 -0.11 0.32 0.21 0.04
C 3.6697 -0.8659 0.9238 1.03 -0.50 0.12 0.00
C 4.7133 -1.7969 0.9574 -1.52 0.47 -0.39 0.01
C 5.9070 -1.4782 1.5620 1.10 1.56 1.10 0.00
C 6.0475 -0.2160 2.1643 0.38 -1.99 -0.70 0.01
C 5.0130 0.7203 2.1285 -0.16 0.32 0.09 0.00
C 5.2369 1.9589 2.7572 -0.96 1.19 0.07 0.01
C 4.2543 2.9561 2.7438 1.94 -0.82 0.48 0.00
C 3.0771 2.7062 2.0928 -1.33 -1.52 -1.18 0.00
C 2.7935 1.4699 1.4418 -0.11 0.97 0.52 0.00
P 1.1599 1.5554 0.5572 1.00 0.48 0.82 0.04
C 1.5003 2.7213 -0.7616 -0.33 -0.01 -0.40 0.02
C 1.5548 4.1098 -0.5785 -0.07 -0.11 -0.04 0.00
C 1.8213 4.9291 -1.6620 0.08 -0.01 -0.07 0.00
C 2.0402 4.3793 -2.9229 0.02 0.02 -0.07 0.00
C 2.0130 3.0023 -3.1056 0.02 0.09 0.02 0.00
C 1.7547 2.1727 -2.0245 -0.03 0.33 0.15 0.01
C 0.1350 2.2213 1.8754 -0.21 -0.04 -0.04 0.02
C -0.5645 3.4213 1.7942 -0.19 -0.04 0.03 0.00
C -1.3135 3.8497 2.8835 -0.05 0.11 -0.04 0.00
C -1.3802 3.0804 4.0363 -0.07 0.02 0.08 0.01
C -0.7038 1.8665 4.1111 0.02 -0.07 -0.07 0.00
C 0.0556 1.4372 3.0337 -0.11 0.08 0.06 0.02
C 3.7672 0.4390 1.4727 -0.36 -0.13 -0.26 0.00
H 4.5884 -2.7785 0.5122 0.01 0.05 0.03 0.00
H 6.7162 -2.2013 1.5783 -0.10 0.15 0.03 0.00
H 6.9752 0.0496 2.6651 -0.15 -0.08 -0.10 0.00
H 6.1878 2.1288 3.2552 -0.15 -0.03 -0.09 0.00
H 4.4214 3.9119 3.2292 0.01 -0.15 -0.06 0.00
H 2.3316 3.4889 2.0825 -0.06 -0.02 0.01 0.00
H 1.3929 4.5619 0.3915 0.05 -0.05 -0.07 0.00
H 1.8635 6.0035 -1.5219 0.00 -0.09 -0.02 0.00
H 2.2432 5.0321 -3.7658 -0.03 -0.07 0.09 0.00
H 2.1810 2.5697 -4.0838 0.04 0.03 0.04 0.00
H 1.7715 1.1023 -2.1672 0.03 -0.13 -0.02 0.00
H -0.5402 4.0189 0.8936 -0.04 -0.01 0.02 0.00
H -1.8485 4.7919 2.8296 0.06 -0.08 0.01 0.00
H -1.9631 3.4266 4.8831 0.06 -0.03 -0.08 0.00
H -0.7625 1.2657 5.0121 0.03 0.05 -0.08 0.00
H 0.6008 0.5012 3.1007 0.06 0.03 0.03 0.00
Br -3.0830 1.0985 1.1606 0.08 -0.08 0.10 0.03
C -2.7333 1.4900 -0.6372 0.60 -0.31 0.00 0.01
C -3.5798 2.3138 -1.3377 -0.27 0.27 -0.31 0.00
C -3.3260 2.5298 -2.6869 -0.13 0.10 0.07 0.00
C -2.2566 1.8895 -3.2947 0.03 0.06 -0.10 0.00
C -1.4563 1.0781 -2.5284 -0.18 -0.16 0.46 0.00
N -1.6672 0.9000 -1.2041 -0.36 0.25 0.17 0.02
C -0.3565 0.2385 -3.1203 0.16 0.05 -0.26 0.01
O 0.0745 0.4772 -4.2155 -0.10 -0.41 0.39 0.04
O 0.0290 -0.7418 -2.3008 -0.03 0.45 -0.01 0.24
H -4.4290 2.7634 -0.8385 0.07 -0.02 -0.06 0.00
H -3.9786 3.1762 -3.2615 0.03 -0.02 0.03 0.00
H -2.0318 1.9870 -4.3478 -0.01 0.03 -0.01 0.00
C -2.9937 -2.5402 1.3819 0.02 -0.19 -0.17 0.01
As -1.5599 -2.3779 0.1071 0.24 0.12 0.44 0.11
C -0.5548 -3.9587 0.5889 -0.17 -0.13 -0.23 0.01
C -2.3550 -2.8127 -1.6558 -0.47 -0.91 0.13 0.07
C -2.9002 -4.2044 -1.6302 0.61 2.17 -0.41 0.24
C -4.2290 -4.4309 -1.2956 -2.24 -1.09 0.60 0.09
C -4.7635 -5.7112 -1.3613 -0.89 2.30 0.57 0.07
C -3.9648 -6.7730 -1.7423 -0.38 -1.15 -0.06 0.29
C -2.6366 -6.5590 -2.0674 2.13 0.98 -0.45 0.07
C -2.1059 -5.2789 -2.0075 0.95 -2.34 -0.58 0.09
H -3.3152 -3.5762 1.3444 -0.16 -0.12 0.17 0.00
H -3.8169 -1.8816 1.1516 -0.18 0.20 -0.05 0.00
H -2.6090 -2.3153 2.3731 0.05 0.03 0.05 0.00
H -1.2576 -4.7855 0.6064 0.01 -0.21 0.13 0.00
H -0.1268 -3.8268 1.5799 0.00 0.04 0.02 0.00
H 0.2321 -4.1828 -0.1270 0.04 0.00 0.00 0.00
H -1.5574 -2.6608 -2.3741 0.21 -0.11 -0.09 0.01
H -3.1240 -2.0595 -1.8102 -0.16 0.01 0.02 0.01
H -4.8583 -3.5949 -0.9999 0.04 -0.16 -0.07 0.00
H -5.8097 -5.8772 -1.1295 0.09 0.05 0.00 0.00
H -4.3783 -7.7729 -1.7843 -0.01 -0.03 0.00 0.01
H -2.0179 -7.3911 -2.3830 -0.01 0.08 0.01 0.00
H -1.0702 -5.1077 -2.2908 -0.15 -0.07 0.03 0.00
```
Positions in Å, forces in eV/Å.

=====

ORCA calculation (ωB97M-V/def2-TZVPD) on a molecular structure, C37H32Br2N4OPReS2.

Kohn-Sham gap (alpha / beta), eV: 5.735 / 6.157
Total charge: +1
E, Eh: -8087.35012
⟨S²⟩: 0.76
Highest occupied orbital energy (alpha / beta), eV: -10.509 / -10.551
Multiplicity: 2
E_LUMO (alpha / beta), eV: -4.7737 / -4.3935

Structure (XYZ):
```
80
Properties=species:S:1:pos:R:3:forces:R:3:lowdin_spin:R:1
Re 1.2215 0.3488 -0.0987 0.50 0.90 -0.97 0.85
Br 6.3143 0.0957 0.1615 -0.04 -0.01 0.25 0.00
C 5.0964 0.1456 1.6042 -0.95 -0.01 -0.97 0.00
C 5.5388 0.1958 2.9194 -0.17 0.02 0.76 0.00
C 4.6365 0.2244 3.9595 0.34 -0.02 -0.07 0.00
Br 5.2920 0.2493 5.7372 -0.05 0.01 -0.17 0.00
C 3.2409 0.2323 3.7227 0.05 -0.01 -0.37 0.00
C 2.2443 0.2519 4.7153 -0.45 0.02 -0.12 0.00
C 0.9223 0.2736 4.3376 0.55 0.03 0.25 0.00
C 0.5860 0.3058 2.9825 -0.32 0.06 -0.24 0.00
N 1.4918 0.2653 2.0188 -0.20 -0.22 0.08 0.01
C 2.8077 0.2144 2.3739 0.80 -0.05 0.05 0.00
C 3.7335 0.1437 1.2894 1.29 -0.02 2.28 0.00
O 3.2870 0.0924 0.0829 -2.90 0.45 -1.95 0.03
H 6.5986 0.2105 3.1212 0.06 -0.02 0.03 0.00
H 2.5248 0.2530 5.7579 0.01 -0.02 0.05 0.00
H 0.1404 0.2697 5.0799 -0.11 0.04 -0.01 0.00
H -0.4515 0.3528 2.6781 0.10 -0.06 -0.05 0.00
C 2.5893 -0.2061 -2.8086 0.37 -0.31 -0.13 0.00
N 1.6051 0.7632 -2.2988 0.12 -0.23 0.71 0.01
C 0.3857 0.7037 -3.1158 -0.38 -0.03 -0.08 0.01
C 2.1771 2.1321 -2.4142 0.11 0.50 0.30 0.00
C 1.6463 3.0454 -1.3410 -0.01 -0.13 -0.18 0.01
C 1.5135 4.4141 -1.5248 0.07 -0.19 -0.18 0.00
C 1.1478 5.2239 -0.4638 0.03 0.05 -0.03 0.01
C 0.9231 4.6683 0.7829 -0.04 -0.17 0.22 0.00
C 1.0077 3.2955 0.9528 0.04 0.28 0.27 0.01
C 1.3580 2.4650 -0.1027 0.01 -1.40 0.08 -0.01
H 2.8809 0.0389 -3.8340 -0.07 0.06 -0.02 0.00
H 2.1673 -1.2100 -2.7944 0.02 0.11 0.00 0.00
H 3.4766 -0.1879 -2.1737 -0.12 0.00 -0.11 0.00
H 0.6258 0.8311 -4.1740 0.12 0.03 -0.02 0.00
H -0.2892 1.4982 -2.7996 -0.01 -0.04 -0.06 0.00
H -0.1106 -0.2559 -2.9794 0.01 0.12 0.04 0.00
H 1.9901 2.5362 -3.4130 0.05 -0.11 -0.04 0.00
H 3.2602 2.0603 -2.2744 -0.08 -0.11 -0.07 0.00
H 1.6872 4.8472 -2.4979 0.08 0.08 -0.14 0.00
H 1.0387 6.2875 -0.6069 0.02 0.12 -0.04 0.00
H 0.6661 5.2964 1.6218 -0.07 0.09 0.06 0.00
H 0.7786 2.8782 1.9244 -0.03 -0.04 0.05 0.00
S -1.9358 -1.8369 1.8018 -0.16 0.44 -0.24 0.00
P -2.5533 -0.3984 0.6105 -0.12 -0.69 0.56 0.01
S -1.1207 0.8699 -0.2270 1.39 -0.06 -0.20 0.04
C -3.5999 0.8691 1.4027 0.27 -0.40 -0.30 0.00
C -3.4460 1.1698 2.7478 0.00 -0.05 0.03 0.00
C -4.2079 2.1783 3.3105 0.04 0.03 0.06 0.00
C -5.1194 2.8754 2.5346 0.00 0.05 -0.01 0.00
C -5.2643 2.5754 1.1900 -0.06 0.11 -0.06 0.00
C -4.4976 1.5793 0.6159 0.01 -0.03 0.06 0.00
C -3.5291 -0.9834 -0.8103 0.40 0.26 0.31 0.00
C -3.2617 -0.5876 -2.1128 -0.01 0.02 0.11 0.00
C -4.1045 -0.9903 -3.1321 -0.05 -0.03 -0.13 0.00
C -5.2072 -1.7779 -2.8452 -0.02 0.00 -0.07 0.00
C -5.4658 -2.1792 -1.5433 -0.03 -0.02 0.00 0.00
C -4.6232 -1.7876 -0.5207 -0.01 0.00 0.06 0.00
H -2.7481 0.6068 3.3525 0.01 -0.09 0.03 0.00
H -4.0904 2.4236 4.3544 -0.01 0.00 0.12 0.00
H -5.7127 3.6608 2.9768 -0.07 0.06 0.05 0.00
H -5.9706 3.1223 0.5846 -0.08 0.06 -0.04 0.00
H -4.5941 1.3493 -0.4349 -0.09 0.00 -0.08 0.00
H -2.4170 0.0539 -2.3161 0.02 0.01 -0.07 0.00
H -3.9081 -0.6738 -4.1462 -0.01 -0.01 -0.08 0.00
H -5.8748 -2.0733 -3.6387 -0.08 -0.06 -0.10 0.00
H -6.3293 -2.7867 -1.3236 -0.09 -0.09 0.01 0.00
H -4.8100 -2.0877 0.5016 -0.05 -0.06 0.04 0.00
N 1.5826 -3.9666 0.6587 0.07 0.19 0.24 0.00
C 1.3557 -2.6512 0.8004 -0.01 -0.07 0.34 0.00
N 0.9757 -2.0636 -0.3096 0.13 1.12 0.62 0.00
C 0.9152 -3.0734 -1.2568 0.17 -0.77 -0.13 0.00
C 0.5382 -3.0968 -2.5988 -0.05 0.00 0.05 0.00
C 0.6386 -4.2919 -3.2823 -0.06 0.13 -0.08 0.00
C 1.0861 -5.4647 -2.6693 0.09 -0.02 0.07 0.00
C 1.4369 -5.4766 -1.3371 -0.08 -0.07 -0.02 0.00
C 1.3265 -4.2800 -0.6494 -0.21 0.28 -0.70 0.00
H 1.8726 -4.6067 1.3785 -0.01 0.08 0.06 0.00
H 1.4593 -2.1581 1.7481 0.03 0.05 0.12 0.00
H 0.1511 -2.2240 -3.0988 0.02 0.07 -0.01 0.00
H 0.3678 -4.3225 -4.3265 -0.07 0.00 -0.08 0.00
H 1.1572 -6.3710 -3.2500 0.00 -0.08 -0.04 0.00
H 1.7798 -6.3725 -0.8448 0.02 -0.14 0.03 0.00
```
Positions in Å, forces in eV/Å.

=====

What did we get for energy above the lowest of the compared OMol25 structures with the same formula, charge and spin? Answer: 102.8 65.3 4.1 kJ/mol, in the order shown.
What did we get for maximum force? Answer: 1.25 2.59 3.53 eV/A, in the order shown.
What did we get for M? Answer: 981.296 936.442 989.813 g/mol, in the order shown.